Entry from the OMol25 dataset: 2 unconnected molecules or ions with the total composition C3H7OS at a distorted geometry (wB97M-V/def2-TZVPD).

Bonds (Å) are listed after each position.
Positions of all 12 atoms, in Å:
1 O -3.279 2.971 -0.673  C2 1.210
2 C -2.316 2.275 -0.442  O1 1.210, H3 1.100, H4 1.101
3 H -2.114 1.331 -0.968  C2 1.100
4 H -1.577 2.568 0.319  C2 1.101
5 C 1.684 -1.378 0.803  C6 1.534, H8 1.084, H9 1.096, H10 1.094
6 C 0.833 -0.894 -0.378  C5 1.534, S7 1.834, H11 1.094, H12 1.099
7 S -0.945 -0.759 0.050  C6 1.834
8 H 1.175 -1.122 1.725  C5 1.084
9 H 2.743 -1.155 0.629  C5 1.096
10 H 1.619 -2.469 0.853  C5 1.094
11 H 1.041 -1.495 -1.268  C6 1.094
12 H 1.138 0.127 -0.649  C6 1.099

The HOMO energy is -2.53 eV. The electronic energy comes out at -591.92491 Ha. The relative energy (zero: lowest compared OMol25 entry of this formula, charge and spin) comes out at 1.180 eV. The calculation puts the largest force on an atom at 1.56 eV/A. The LUMO energy comes out at 4.04 eV. As for the charge: -1.